Entry 1:
6 unconnected molecules or ions with the total composition H10O4S2 in a non-equilibrium geometry, computed with ωB97M-V/def2-TZVPD.

LUMO, eV: -6.140
2S+1: 1
HOMO, eV: -9.69
Orbital gap, eV: 3.6

Last column: Mulliken charge in e.
Positions of all 16 atoms, in Å:
O -0.14871 1.71771 -0.92823  -0.55
O -3.51188 0.73745 -0.57309  -0.58
S 2.59043 -1.46048 -0.12200  -0.24
H -0.43321 1.04418 -0.33791  0.24
H 2.57575 1.03906 1.87023  0.29
H 3.54147 -2.17186 -0.68297  0.18
H -3.15803 1.59922 -0.35012  0.32
O 0.23843 -1.04927 -1.91131  -0.56
H -3.09065 0.20514 0.13192  0.29
H 1.11143 0.96237 2.28789  0.31
H -0.11381 -1.95882 -1.96420  0.31
H 1.14826 -1.10723 -1.56529  0.29
H -1.82061 -1.56929 1.82339  0.20
H 0.33261 1.19468 -1.68749  0.34
O 1.97161 1.22212 2.59296  -0.60
S -1.23310 -0.40498 1.41624  -0.26

---

Entry 2:
5 unconnected molecules or ions with the total composition H10O5 in a non-equilibrium geometry, computed with ωB97M-V/def2-TZVPD.

LUMO, eV: 0.190
2S+1: 1
HOMO, eV: -11.19
SMILES: O.O.O.O.O
Orbital gap, eV: 11.4

Last column: Mulliken charge in e.
Positions of all 15 atoms, in Å:
O -1.61195 -0.67824 2.51861  -0.65
H 2.41950 0.04578 0.81064  0.32
O -0.59358 -0.20068 -0.20464  -0.73
O 3.02168 -1.01438 -2.96957  -0.64
H -3.02650 2.60955 0.06760  0.32
H -2.18815 1.38756 0.50028  0.31
O -2.95562 1.87951 0.72448  -0.62
H -1.66369 0.22809 2.44722  0.32
H 3.89941 -1.27535 -2.69748  0.31
H -0.55115 -0.86964 -0.90706  0.33
H 2.61933 -0.38049 -2.43816  0.31
H 1.08908 -0.32158 0.10081  0.36
O 1.89381 0.06707 -0.06900  -0.61
H -0.97032 -1.05577 1.86383  0.34
H -1.38185 -0.42142 0.25244  0.32

---

Entry 3:
5 unconnected molecules or ions with the total composition H10O5, computed with ωB97M-V/def2-TZVPD.

LUMO, eV: -0.057
2S+1: 1
HOMO, eV: -11.27
SMILES: O.O.O.O.O
Orbital gap, eV: 11.2

Last column: Mulliken charge in e.
Positions of all 15 atoms, in Å:
H -1.25919 2.77599 -0.79704  0.31
O 3.54924 -1.96156 -1.29454  -0.64
H -3.47721 -2.90397 0.81164  0.32
O 2.35815 1.41386 1.87422  -0.63
O -4.10536 -2.26388 0.45849  -0.64
H -4.96554 -2.67175 0.60921  0.32
H 2.65702 -1.61640 -1.17707  0.31
O 0.44684 -0.32514 0.00678  -0.66
O -1.98206 3.18815 -1.28343  -0.63
H -2.74084 3.09925 -0.69578  0.33
H 1.83957 0.92125 1.22815  0.36
H -0.29608 0.13534 -0.39943  0.33
H 4.10942 -1.17770 -1.26730  0.32
H 1.80133 1.42723 2.66083  0.31
H 0.19698 -0.40063 0.93461  0.31

---

Entry 4:
5 unconnected molecules or ions with the total composition H10O5 in a non-equilibrium geometry, computed with ωB97M-V/def2-TZVPD.

LUMO, eV: 0.371
2S+1: 1
HOMO, eV: -11.44
SMILES: O.O.O.O.O
Orbital gap, eV: 11.8

Last column: Mulliken charge in e.
Positions of all 15 atoms, in Å:
O -1.03684 -1.67505 0.58974  -0.67
H 0.40264 -0.13962 -2.41810  0.28
H -0.80401 1.47382 0.29928  0.34
H 1.57021 0.90923 0.60323  0.31
H -0.67019 0.32353 -1.62254  0.41
H -1.30341 -1.32355 -0.27757  0.32
H 0.62129 -1.10093 1.92656  0.32
O 1.26471 -0.54907 2.32289  -0.66
O -1.31575 1.59322 -0.51618  -0.69
O -0.42063 -0.46096 -2.14805  -0.66
H 1.15596 -0.05976 -0.51775  0.35
H 0.68504 0.14898 2.60439  0.32
H -0.49609 -2.44728 0.30277  0.34
O 1.29767 0.89542 -0.30680  -0.65
H -0.95060 2.41201 -0.84187  0.33

---

Entry 5:
5 unconnected molecules or ions with the total composition H10O5 in a non-equilibrium geometry, computed with ωB97M-V/def2-TZVPD.

LUMO, eV: 0.326
2S+1: 1
HOMO, eV: -11.22
SMILES: O.O.O.O.O
Orbital gap, eV: 11.5

Last column: Mulliken charge in e.
Positions of all 15 atoms, in Å:
O 1.42567 1.56140 1.61227  -0.62
H 1.10567 -0.95660 -0.89373  0.32
H 0.24267 0.16540 -0.70473  0.36
H 0.68167 1.47840 2.23627  0.33
O -1.21633 1.62840 -1.00073  -0.65
H 2.20167 1.86140 2.11727  0.29
H -1.75333 1.51340 -1.72273  0.26
O 0.22667 -0.79260 -0.59873  -0.72
H 1.83167 -1.19060 2.83427  0.31
H -1.25533 -1.40860 -1.90373  0.35
O -1.86733 -1.58760 -2.59373  -0.60
O 1.18667 -1.57260 2.23627  -0.61
H 1.14467 -1.01960 1.49027  0.34
H -1.72433 1.05440 -0.39073  0.35
H -2.23033 -0.73460 -2.71773  0.28

---

Entry 6:
5 unconnected molecules or ions with the total composition H10O5 in a non-equilibrium geometry, computed with ωB97M-V/def2-TZVPD.

LUMO, eV: 0.324
2S+1: 1
HOMO, eV: -10.83
SMILES: O.O.O.O.O
Orbital gap, eV: 11.2

Last column: Mulliken charge in e.
Positions of all 15 atoms, in Å:
H 2.60471 1.05222 0.96544  0.40
O -3.09774 -2.07607 -1.40550  -0.61
O 3.26371 2.44475 -3.61132  -0.64
H 3.83513 1.87663 2.79297  0.26
H 4.72517 2.22473 1.68113  0.27
O -6.22005 -3.57342 2.55872  -0.64
O 1.79391 1.00722 0.35729  -0.64
H -2.38265 -1.62786 -1.08947  0.31
H 1.98204 1.82403 -0.04695  0.28
H 4.10946 1.97007 -3.24841  0.33
H -3.61461 -2.24913 -0.59973  0.31
H -6.70123 -2.91116 1.97391  0.33
H 3.45943 3.34308 -3.35961  0.31
H -5.29625 -3.38543 2.30017  0.32
O 3.92002 1.93288 1.92964  -0.57

---

Entry 7:
5 unconnected molecules or ions with the total composition H10O5 in a non-equilibrium geometry, computed with ωB97M-V/def2-TZVPD.

LUMO, eV: 0.029
2S+1: 1
HOMO, eV: -11.32
SMILES: O.O.O.O.O
Orbital gap, eV: 11.4

Last column: Mulliken charge in e.
Positions of all 15 atoms, in Å:
H -6.92250 1.16140 -20.80175  0.28
H 4.79184 -1.50494 4.61054  0.30
O 0.83394 1.50631 2.56511  -0.65
H -0.18094 -0.52750 4.82432  0.35
O 0.35382 -1.17778 4.20235  -0.68
H 0.93285 0.73523 3.06414  0.33
H 0.86891 -0.47476 10.35631  0.32
H 1.00694 -1.65400 4.71514  0.32
O -7.42820 1.86166 -20.63234  -0.60
O 5.39714 -1.15028 4.00595  -0.60
H 1.47115 -0.54273 9.03025  0.31
O 0.87156 -1.04409 9.60526  -0.63
H -7.37389 1.64930 -19.65308  0.32
H 5.21054 -0.29002 3.84463  0.30
H -0.03108 1.48143 2.03889  0.33

---

Entry 8:
5 unconnected molecules or ions with the total composition H10O5 in a non-equilibrium geometry, computed with ωB97M-V/def2-TZVPD.

LUMO (alpha / beta), eV: -3.276 / -11.424
2S+1: 2
HOMO (alpha / beta), eV: -15.44 / -14.30
Charge: +1
Orbital gap (alpha / beta), eV: 12.2 / 2.9

Last column: Mulliken charge in e.
Positions of all 15 atoms, in Å:
H 0.35819 0.01202 -0.15978  0.37
H -1.61978 2.35972 3.24296  0.33
H 3.05586 -0.46786 -1.54539  0.34
H -0.19299 0.27312 1.22584  0.35
O -0.84789 1.99019 2.81415  -0.62
H 1.14534 -1.82570 -2.05921  0.34
H 3.48590 -1.00201 -0.19570  0.31
H -2.16990 0.89957 0.09455  0.43
H -0.40986 1.48700 3.50056  0.34
O -2.92148 1.41009 -0.20665  -0.20
O 0.45140 -2.26716 -2.54889  -0.55
O 2.70921 -0.80542 -0.71948  -0.65
O -0.42538 -0.10445 0.37751  -0.57
H 0.90831 -2.71835 -3.25875  0.34
H -3.52692 0.75924 -0.56170  0.44